No. 1
ORCA calculation (ωB97M-V with the def2-TZVPD basis set) on a structure of composition C21H31Cl5P2Pd.

Atoms and positions in Å:
P -0.1510 -1.9843 -2.6660
P 0.2941 1.4111 -2.4289
C -0.3600 -0.8477 -4.1465
C 0.4545 0.4609 -4.0605
H -1.4479 -0.6370 -4.2171
H -0.0387 -1.4174 -5.0429
H 1.5416 0.2731 -4.1767
H 0.1248 1.1675 -4.8499
C -1.4062 2.0611 -2.7467
H -1.6239 2.7397 -1.9174
H -2.1666 1.2691 -2.7581
H -1.4359 2.6028 -3.7001
C 1.3449 2.8363 -2.8585
H 0.9989 3.3653 -3.7573
H 2.3850 2.5163 -3.0030
H 1.2998 3.5054 -1.9947
C -1.1647 -3.4243 -3.1480
H -1.0571 -4.1409 -2.3258
H -0.8648 -3.9094 -4.0885
H -2.2239 -3.1399 -3.2134
C 1.5631 -2.5322 -3.0203
H 2.2831 -1.6990 -2.9801
H 1.6493 -3.0351 -3.9966
H 1.8178 -3.2366 -2.2174
Pd 0.2076 -0.1099 2.3871
C 0.6601 1.3957 0.5056
C -0.7070 1.1146 0.5158
C -1.4689 0.1051 -0.2964
C -1.7976 -1.3263 0.2247
C -0.6474 -2.2321 0.5013
C 0.6703 -1.8507 0.5703
C 1.3719 -0.8808 -0.3316
C 1.8255 0.5007 0.1753
C 0.2665 -1.8028 3.5435
H 0.9431 2.3938 0.8492
H -1.3123 1.9535 0.8868
H -0.9313 -0.0449 -1.2378
H -2.4196 0.5622 -0.6177
H -2.4175 -1.2390 1.1314
H -2.4424 -1.7586 -0.5669
H -0.9475 -3.1794 0.9782
H 1.3394 -2.5197 1.1323
H 0.6447 -0.6620 -1.1329
H 2.2161 -1.3461 -0.8619
H 2.4544 0.3975 1.0717
H 2.4451 0.9575 -0.6192
H 1.0639 -1.6078 4.2780
H 0.3895 -2.7847 3.0718
H -0.7104 -1.7488 4.0548
Cl -2.7034 0.6427 3.6834
C -1.3249 1.3254 4.4801
C -0.0653 1.0751 3.9884
C 1.0640 1.5710 4.6028
Cl 2.6133 1.1998 3.9516
C 0.9395 2.3191 5.7915
Cl 2.3292 2.8874 6.5774
C -0.3424 2.5883 6.3081
Cl -0.5071 3.4632 7.7666
C -1.4856 2.0779 5.6635
Cl -3.0294 2.3582 6.2873

The expectation value of S² is 2.02. As for the multiplicity: 3. As for the electronic energy: -106943.92437 eV. For the gap between HOMO and LUMO (alpha / beta), the calculation gives 6.247 / 6.517 eV. For the HOMO energy (alpha / beta), the calculation gives -5.80 / -8.05 eV.

---

No. 2
ORCA calculation (ωB97M-V with the def2-TZVPD basis set) on a cluster of 3 separate species, C21H31FN4O2P in total.

Atoms and positions in Å:
N -6.2334 1.1055 0.3403
P -5.1223 -0.0901 -0.2031
O -4.5781 -0.6119 1.2469
C -3.7062 1.0650 -0.8358
C -2.9892 0.4806 -2.0650
C -2.9594 -1.0351 -2.1268
F -2.3526 -1.5256 -0.9625
C -2.6805 1.2684 0.2970
C -3.2046 2.4251 1.1297
C -2.3026 2.9723 2.2326
O -0.9924 3.2478 1.7857
C -0.1056 2.1950 1.6779
C 0.7922 2.2621 0.6214
C 1.7035 1.2407 0.4220
C 1.7272 0.1514 1.2855
C 0.8436 0.0928 2.3495
C -0.0747 1.1162 2.5533
C -3.6484 3.4191 0.0650
N -4.1129 2.5223 -1.0954
H -6.5994 0.8246 1.2479
H -5.8267 2.0170 0.5131
H -3.9035 -1.2999 1.1511
H -1.9573 0.8411 -2.0896
H -3.4682 0.8212 -2.9925
H -3.9499 -1.4771 -2.2237
H -2.3710 -1.3482 -2.9910
H -1.7775 1.6481 -0.2025
H -2.3091 0.3940 0.8188
H -4.1160 2.0859 1.6355
H -2.7071 3.9287 2.5732
H -2.3480 2.3033 3.0921
H 0.7635 3.1237 -0.0344
H 2.3825 1.2923 -0.4195
H 2.4198 -0.6651 1.1259
H 0.8446 -0.7489 3.0294
H -0.7612 1.0473 3.3872
H -4.5353 3.9626 0.3909
H -2.8922 4.1047 -0.3073
H -5.1102 2.5930 -1.2933
H -3.5824 2.8106 -1.9166
N 3.5743 -4.0118 0.9516
C 2.2311 -4.0231 0.6841
C 2.0556 -4.5986 -0.5464
C 3.3435 -4.9530 -1.0377
C 4.2575 -4.5802 -0.0893
H 3.9977 -3.6477 1.7854
H 1.5199 -3.6280 1.3893
H 1.1105 -4.7555 -1.0385
H 3.5700 -5.4284 -1.9770
H 5.3303 -4.6654 -0.0638
N 5.1349 -1.2110 -1.0819
C 5.7054 -0.2595 -0.2817
C 6.8226 0.2137 -0.9152
C 6.9287 -0.4815 -2.1513
C 5.8732 -1.3516 -2.2246
H 4.3068 -1.7359 -0.8613
H 5.2693 -0.0012 0.6691
H 7.4883 0.9716 -0.5383
H 7.6935 -0.3568 -2.8991
H 5.5877 -2.0563 -2.9864

As for the net charge: +1. As for the electronic energy: -44334.94430 eV. For the gap between HOMO and LUMO, the calculation gives 6.749 eV. For the HOMO energy, the calculation gives -9.73 eV.

---

No. 3
ORCA calculation (ωB97M-V with the def2-TZVPD basis set) on a structure of composition C21H31IrN6S3Si.

Atoms and positions in Å:
Ir 0.1830 -0.1879 0.0713
C -1.1438 3.0186 -0.3697
C -0.9796 3.1665 1.1219
S -0.8026 1.5705 1.9822
C 0.5993 1.8972 3.0797
C 1.7954 1.0272 2.7920
S 2.2415 0.8571 1.0542
C 2.2898 2.5746 0.4519
C 1.6465 2.7820 -0.9048
S 0.0674 1.9804 -1.2126
H -1.1110 3.9978 -0.8495
H -2.1006 2.5564 -0.6183
H -1.8714 3.6413 1.5306
H -0.1243 3.7894 1.3693
H 0.2611 1.6722 4.0910
H 0.8180 2.9621 3.0431
H 1.6062 -0.0037 3.0930
H 2.6684 1.3911 3.3361
H 3.3440 2.8401 0.3702
H 1.8576 3.2017 1.2265
H 2.2838 2.3935 -1.6992
H 1.5125 3.8485 -1.0914
N 3.0922 -0.9153 -3.0836
C 2.8900 -0.3888 -1.8833
N 1.6126 -0.5577 -1.5754
C 1.0906 -1.2156 -2.6456
N 1.9614 -1.4492 -3.5866
C -0.2902 -1.6449 -2.6445
C -0.8101 -2.4499 -3.6461
N -2.0617 -2.8868 -3.5991
C -2.7905 -2.5305 -2.5472
C -2.2755 -1.7353 -1.5318
N -1.0213 -1.2796 -1.5883
H 3.9513 -0.9723 -3.6132
H 3.6486 0.0856 -1.2784
H -0.1940 -2.7465 -4.4870
H -3.8107 -2.8952 -2.5078
H -2.8672 -1.4767 -0.6744
C 1.5433 -3.2226 0.4395
Si 0.0774 -3.0847 1.6015
C -1.1823 -4.3968 1.2305
C 0.8101 -3.2412 3.3117
N -0.7283 -1.5156 1.3004
C -1.9820 -1.1703 1.8633
C -2.3866 -1.7072 3.0894
C -3.5866 -1.3340 3.6804
C -4.4360 -0.4315 3.0644
C -4.0854 0.0744 1.8251
C -2.8858 -0.2928 1.2343
H 2.2311 -3.9791 0.8371
H 2.1106 -2.2936 0.3686
H 1.2558 -3.5474 -0.5685
H -0.7638 -5.3867 1.4411
H -1.4744 -4.3751 0.1767
H -2.0826 -4.2784 1.8379
H 1.2857 -4.2262 3.3836
H 0.0858 -3.1722 4.1245
H 1.5902 -2.4905 3.4826
H -1.7394 -2.4117 3.5932
H -3.8581 -1.7536 4.6415
H -5.3602 -0.1295 3.5391
H -4.7558 0.7574 1.3137
H -2.6299 0.0890 0.2544

As for the net charge: +2. As for the electronic energy: -74429.34321 eV. For the gap between HOMO and LUMO (alpha / beta), the calculation gives 5.507 / 5.484 eV. For the HOMO energy (alpha / beta), the calculation gives -12.76 / -12.75 eV.

---

No. 4
ORCA calculation (ωB97M-V with the def2-TZVPD basis set) on a structure of composition C21H31MnN4O2Se2.

Atoms and positions in Å:
Mn 0.1391 0.7310 1.0256
O 4.7867 4.2548 -0.0339
C 4.3128 3.5380 -1.1737
C 3.1512 2.6084 -0.7883
C 2.6472 2.0971 -2.1499
O 1.9104 0.8974 -2.1241
C 3.7602 1.4736 0.0461
Se 2.7105 0.4778 1.3870
C 2.1159 3.4602 -0.0348
Se 0.2132 2.9865 -0.1884
H 5.5207 4.8054 -0.3180
H 5.1260 2.9339 -1.5975
H 3.9665 4.2441 -1.9411
H 3.5176 1.8871 -2.7830
H 2.0684 2.8967 -2.6317
H 1.0744 1.1007 -1.6698
H 4.5768 1.9007 0.6283
H 4.1891 0.7397 -0.6394
H 2.1841 4.4907 -0.3855
H 2.3628 3.4542 1.0253
C -4.2807 1.5911 -0.3110
C -5.0101 0.8464 0.6045
C -4.3473 0.1069 1.5645
C -2.9466 0.1152 1.6014
N -2.2602 0.8249 0.6986
C -2.9012 1.5429 -0.2196
C -2.1428 -0.6262 2.6170
C -2.7777 -1.5238 3.4844
C -2.0428 -2.2026 4.4400
C -0.6731 -1.9771 4.5299
C -0.0587 -1.0912 3.6580
C -0.7566 -0.3822 2.6655
H -4.7559 2.1958 -1.0708
H -6.0937 0.8479 0.5784
H -4.9109 -0.4582 2.2917
H -2.2693 2.0922 -0.9104
H -3.8413 -1.7204 3.4193
H -2.5326 -2.9006 5.1091
H -0.0886 -2.4978 5.2816
H 1.0156 -0.9451 3.7445
C -2.5588 -3.1935 0.3789
N -1.7032 -2.4282 -0.5001
C -2.3829 -1.6192 -1.4835
C -0.3719 -2.2179 -0.2182
N 0.1874 -1.0885 -0.4781
N 0.2586 -3.3052 0.3609
C 1.5571 -3.1041 0.9712
C 0.0578 -4.6352 -0.1792
H -3.3988 -2.5688 0.7034
H -2.0091 -3.5009 1.2651
H -2.9742 -4.0801 -0.1174
H -2.9371 -2.2692 -2.1702
H -1.6527 -1.0351 -2.0377
H -3.0980 -0.9356 -1.0183
H 1.2045 -1.1228 -0.4135
H 1.5817 -2.1626 1.5145
H 2.3663 -3.0822 0.2290
H 1.7412 -3.9234 1.6680
H -0.8022 -4.6536 -0.8420
H -0.1010 -5.3609 0.6235
H 0.9379 -4.9501 -0.7534

The expectation value of S² is 8.76. As for the multiplicity: 6. As for the net charge: -1. As for the electronic energy: -194350.83230 eV. For the gap between HOMO and LUMO (alpha / beta), the calculation gives 5.705 / 6.454 eV. For the HOMO energy (alpha / beta), the calculation gives -3.02 / -3.77 eV.